Record 1
The following is a DFT calculation (the ωB97M-V functional and the def2-TZVPD basis) of C28H27IMoO5PS2 as an isolated structure.

Calculated values
Charge: +2
Energy above the lowest of the compared OMol25 structures with the same formula, charge and spin (eV): 0.340
Gap between HOMO and LUMO (alpha / beta) (eV): 6.06 / 5.87
LUMO energy (alpha / beta) (hartree): -0.2917 / -0.2992
2S+1: 2
<S²>: 0.762

Last column: natural (NBO) charge in e.
Geometry (Å):
Mo 0.288298 0.342821 0.073413  0.977
I 2.995508 0.160350 0.548213  0.606
C 3.492195 1.694332 -0.735302  -0.142
C 4.795271 1.999696 -0.984431  -0.193
C 5.056550 3.061040 -1.878129  -0.186
C 4.018601 3.728459 -2.462946  -0.154
C 2.670543 3.386312 -2.189730  0.023
C 1.601373 4.057040 -2.828519  -0.099
C 0.303913 3.696793 -2.591489  -0.218
C 0.015950 2.669626 -1.678317  -0.152
C 1.022487 1.973776 -1.012366  -0.270
C 2.378928 2.339218 -1.283587  -0.129
H 5.611223 1.457323 -0.526028  0.247
H 6.080591 3.329341 -2.096999  0.251
H 4.214924 4.534387 -3.158774  0.242
H 1.829736 4.858097 -3.521246  0.241
H -0.507686 4.200992 -3.097774  0.250
H -1.027192 2.420477 -1.528045  0.234
O 0.672485 -1.885175 -0.586587  -0.715
C 0.457832 -2.110432 -2.011490  0.092
C -0.516396 -0.998684 -2.371798  0.810
O -0.971686 -0.683981 -3.401989  -0.431
O -0.848698 -0.226353 -1.200189  -0.615
C -0.183188 -3.469426 -2.261276  -0.003
C -0.627008 -3.779251 -3.540935  -0.211
C -1.138211 -5.039110 -3.807442  -0.178
C -1.202916 -5.997957 -2.806165  -0.181
C -0.758047 -5.691152 -1.530675  -0.175
C -0.250953 -4.427488 -1.256750  -0.249
C 1.797823 -1.937194 -2.733521  -0.101
C 1.939034 -1.229300 -3.921992  -0.158
C 3.182290 -1.148372 -4.541153  -0.201
C 4.286528 -1.773068 -3.986901  -0.182
C 4.145923 -2.498029 -2.809320  -0.192
C 2.908951 -2.581854 -2.193767  -0.216
H 1.257808 -2.572412 -0.242301  0.531
H -0.567366 -3.049041 -4.338374  0.233
H -1.481548 -5.272171 -4.806245  0.237
H -1.598973 -6.981086 -3.020664  0.238
H -0.806300 -6.431086 -0.743463  0.232
H 0.061986 -4.222009 -0.239746  0.200
H 1.093095 -0.743807 -4.384886  0.231
H 3.277500 -0.599124 -5.468413  0.235
H 5.248928 -1.716213 -4.477401  0.238
H 4.993323 -3.018852 -2.383364  0.235
H 2.830224 -3.201829 -1.305533  0.199
C 0.976790 1.695127 5.995393  -0.637
C -0.333886 1.254616 5.415592  -0.048
O -0.347452 1.627161 3.972455  -0.830
P -0.995110 0.782578 2.862684  1.869
S -1.025936 1.951541 1.195621  -0.154
S 0.125056 -0.785988 2.253060  -0.336
O -2.380579 0.355509 3.398675  -0.824
C -3.351879 -0.482467 2.653139  -0.055
C -4.579860 -0.619939 3.505468  -0.636
H 0.998441 1.421483 7.050776  0.249
H 1.095407 2.774513 5.917749  0.235
H 1.812181 1.203384 5.498159  0.219
H -1.188628 1.767447 5.847596  0.217
H -0.488081 0.178079 5.486076  0.192
H -2.864188 -1.436178 2.457646  0.199
H -3.551473 0.031104 1.712860  0.197
H -4.345927 -1.095862 4.456393  0.232
H -5.301429 -1.245276 2.979013  0.246
H -5.039098 0.348945 3.693343  0.235

Cartesian forces, eV/Å:
0.0 -0.3 0.1
-0.2 -0.2 0.4
0.1 0.0 0.0
0.0 0.2 -0.2
0.0 -0.1 0.1
-0.1 0.0 0.0
0.0 0.1 -0.1
0.0 0.0 0.0
0.0 -0.1 0.0
0.1 0.0 -0.1
0.2 -0.1 0.1
-0.1 0.1 -0.2
0.0 0.0 0.0
0.0 0.0 0.0
0.0 0.0 0.0
0.0 0.0 0.0
0.0 0.0 0.0
0.0 0.0 0.0
0.0 0.1 -0.2
0.1 0.1 0.2
-0.1 0.3 0.4
-0.1 -0.1 -0.1
-0.3 -0.1 -0.6
0.1 -0.1 0.1
0.0 0.0 -0.1
0.0 0.0 0.0
0.0 0.0 0.0
0.0 0.0 -0.1
-0.1 0.0 0.1
0.0 0.0 -0.1
0.0 0.1 0.1
0.0 0.0 0.0
0.0 0.0 0.0
0.0 0.0 0.0
0.1 -0.1 0.0
0.1 0.1 0.0
0.0 0.0 0.0
0.0 0.0 0.0
0.0 0.0 0.0
0.0 0.0 0.0
0.0 0.0 0.0
0.0 0.0 0.0
0.0 0.0 0.0
0.0 0.0 0.0
0.0 0.0 0.0
0.0 0.0 0.0
0.0 0.0 0.0
-0.1 0.0 -0.1
0.1 0.1 0.1
0.0 0.1 0.0
0.2 0.0 -0.1
0.1 -0.1 -0.1
-0.2 -0.1 0.0
0.1 0.1 0.0
0.0 0.0 0.0
0.0 0.0 0.0
0.0 0.0 0.0
0.0 0.0 0.0
0.0 0.0 0.0
0.0 0.0 0.0
0.0 0.0 0.0
0.0 0.0 0.0
0.0 0.0 0.0
0.0 0.0 0.0
0.0 0.0 0.0

Record 2
The following is a DFT calculation (the ωB97M-V functional and the def2-TZVPD basis) of C28H28AlN5P2 as an isolated structure.

Calculated values
Charge: +2
Gap between HOMO and LUMO (eV): 7.44
LUMO energy (hartree): -0.2370

Last column: natural (NBO) charge in e.
Geometry (Å):
Al 0.122280 -0.341575 -0.010419  1.596
C -1.136318 -0.655500 4.043234  -0.255
C -0.011434 -1.136079 4.723070  -0.103
C 1.193150 -1.119444 4.073709  -0.225
C 1.285606 -0.642126 2.752154  0.413
N 0.162194 -0.344038 2.031556  -0.674
C -1.005111 -0.304789 2.730460  0.026
N 2.532209 -0.389358 2.292497  -0.491
C 2.828060 -0.133504 1.074603  0.496
N 1.994570 -0.273816 -0.037610  -0.867
C 2.799705 -0.066769 -1.164895  0.516
N 2.468346 -0.226131 -2.390048  -0.489
C 1.216043 -0.523720 -2.814839  0.412
C 1.084948 -0.919737 -4.158495  -0.221
C -0.155105 -1.045813 -4.725864  -0.101
C -1.281034 -0.754563 -3.947019  -0.252
C -1.095401 -0.444972 -2.631340  0.035
N 0.117277 -0.370101 -2.026449  -0.673
C 4.141179 0.324754 -0.744932  -0.118
C 5.258318 0.689767 -1.469320  -0.138
C 6.397517 1.035739 -0.749066  -0.167
C 6.408627 1.014230 0.642776  -0.165
C 5.283763 0.632461 1.367075  -0.168
C 4.157045 0.287730 0.647340  -0.035
H -2.096701 -0.578277 4.533219  0.250
H -0.086092 -1.474559 5.747777  0.252
H 2.116018 -1.404334 4.557504  0.263
H -1.874793 0.029589 2.194628  0.210
H 1.996890 -1.081927 -4.713951  0.264
H -0.260598 -1.335124 -5.762730  0.252
H -2.273662 -0.780577 -4.374178  0.249
H -1.946383 -0.236146 -1.994927  0.199
H 5.242487 0.706340 -2.550589  0.244
H 7.293986 1.326777 -1.279628  0.241
H 7.306649 1.301077 1.172740  0.241
H 5.283270 0.609435 2.448530  0.244
C -1.702412 -3.265043 1.374182  -0.928
P -1.769260 -2.006568 0.054350  0.880
C -2.275261 -3.067673 -1.350662  -0.922
C -3.260698 -0.969296 0.323218  -0.365
C -4.473383 -1.604103 0.579774  -0.125
C -5.636890 -0.873416 0.762725  -0.176
C -5.605597 0.510620 0.683259  -0.161
C -4.407729 1.157137 0.424635  -0.181
C -3.227335 0.439368 0.243602  -0.363
P -1.669308 1.380884 -0.010026  0.868
C -1.577258 2.611058 1.333248  -0.927
C -1.998997 2.451869 -1.448958  -0.921
H -2.649832 -3.797701 1.431763  0.255
H -1.467632 -2.841662 2.344821  0.259
H -0.922889 -3.977851 1.098459  0.266
H -2.958323 -3.827198 -0.972217  0.258
H -1.404614 -3.562068 -1.782908  0.264
H -2.779571 -2.496270 -2.123876  0.255
H -4.515620 -2.684557 0.639616  0.216
H -6.567163 -1.386389 0.966521  0.248
H -6.509272 1.087250 0.826530  0.249
H -4.392639 2.238971 0.367695  0.225
H -2.430519 3.286448 1.296771  0.259
H -0.666286 3.193580 1.184709  0.266
H -1.531883 2.142703 2.313534  0.258
H -2.940274 2.977825 -1.297584  0.259
H -2.052000 1.886680 -2.376516  0.257
H -1.195160 3.184276 -1.531738  0.267

Cartesian forces, eV/Å:
0.1 0.2 0.0
-0.1 0.0 0.0
0.1 0.0 -0.1
0.0 0.1 0.0
-0.5 0.1 -0.1
0.1 -0.1 0.3
0.0 -0.1 0.1
0.5 0.1 0.0
-0.3 -0.3 0.2
-0.1 0.1 0.0
-0.3 -0.2 -0.3
0.5 0.0 0.0
-0.4 0.1 0.0
0.0 0.0 0.1
0.1 0.0 0.1
-0.1 0.0 -0.1
0.1 -0.1 0.0
0.0 -0.1 -0.3
0.2 0.0 0.5
0.0 0.0 -0.1
0.0 0.0 -0.1
-0.1 0.0 0.1
0.0 0.0 0.1
0.1 0.1 -0.5
0.0 0.0 -0.1
0.0 0.0 0.0
0.0 0.0 0.0
-0.1 -0.1 -0.1
0.0 0.0 0.0
0.0 0.0 0.0
0.0 0.0 0.1
-0.1 -0.1 -0.1
0.0 0.0 0.0
0.0 0.0 0.0
0.0 0.0 0.0
0.0 0.0 0.0
0.1 0.2 -0.1
-0.3 -0.3 0.1
0.3 0.1 0.0
0.2 0.1 0.0
0.1 0.0 0.0
0.0 0.0 0.0
0.0 0.0 0.0
0.1 0.0 0.0
0.1 -0.1 0.1
-0.4 0.3 0.1
0.1 -0.1 0.0
0.2 -0.1 0.0
0.0 0.0 0.0
0.0 0.0 0.1
0.0 0.0 0.0
0.0 0.0 0.0
0.0 0.0 0.0
0.0 0.0 0.0
0.0 0.0 0.0
0.0 0.0 0.0
0.0 0.0 0.0
-0.1 0.0 0.0
0.0 0.0 0.0
0.0 0.0 0.0
0.0 0.1 0.0
0.0 0.0 0.0
0.0 0.1 0.0
0.0 0.0 0.0

Record 3
The following is a DFT calculation (the ωB97M-V functional and the def2-TZVPD basis) of C28H28BInN8O12 as an isolated structure in a non-equilibrium geometry.

Calculated values
Charge: +2
Gap between HOMO and LUMO (eV): 1.47
LUMO energy (hartree): -0.4530

Last column: Löwdin charge in e.
Geometry (Å):
In 2.395588 -5.192346 10.786798  0.995
O 3.182218 -1.212806 -1.423762  0.197
C 3.137508 -0.976976 -0.176052  -0.191
O 2.131238 -1.330866 0.697118  0.257
B 2.513928 -0.894666 2.046498  -0.861
O 3.858448 -0.304256 1.910318  0.293
C 4.265388 -0.377056 0.688978  -0.280
O 5.355968 0.042594 0.206728  0.235
O 2.550238 -1.999776 3.034418  0.251
C 2.064118 -1.602946 4.200428  -0.284
O 2.092698 -2.258836 5.253968  0.178
C 1.497128 -0.152916 3.929338  -0.256
O 1.669628 0.134094 2.641808  0.261
O 0.860648 0.552994 4.752208  0.179
C -0.557852 -6.130366 0.246678  -0.059
C -1.571862 -5.253706 -0.438882  -0.276
N -2.373582 -4.636166 -0.968402  0.107
H 0.399248 -5.728166 -0.085442  0.070
H -0.645522 -7.176726 -0.045772  0.080
H -0.599912 -6.029526 1.331188  0.078
C 3.579468 2.667364 -6.381162  -0.073
C 4.975778 2.424954 -5.964042  -0.287
N 6.068628 2.262064 -5.675042  0.130
H 3.157148 3.545924 -5.893422  0.081
H 3.057598 1.726204 -6.208062  0.070
H 3.592218 2.777844 -7.465472  0.079
C 2.031138 5.887304 2.018168  -0.062
C 2.334968 5.501154 0.659118  -0.324
N 2.580318 5.156464 -0.366992  0.129
H 2.852168 6.549244 2.293548  0.088
H 2.122598 4.957934 2.580308  0.082
H 1.098898 6.436994 2.148028  0.088
C -4.010232 -1.074846 2.789148  -0.081
C -3.742142 -2.143626 3.707018  -0.294
N -3.536862 -2.992976 4.512938  0.116
H -3.771532 -0.145106 3.305568  0.088
H -5.029232 -1.227476 2.433548  0.092
H -3.298742 -1.166586 1.968498  0.080
C 1.364858 3.387574 10.501318  -0.057
C 1.330878 1.877404 10.625488  -0.262
N 1.279888 0.731984 10.722938  0.094
H 0.347118 3.774994 10.548478  0.078
H 1.781808 3.606144 9.518218  0.073
H 1.999078 3.886974 11.233758  0.079
C -2.746002 5.229464 6.035998  -0.102
C -2.464792 6.565304 6.369428  -0.295
N -2.282292 7.655024 6.776008  0.137
H -2.716772 4.562214 6.897408  0.088
H -2.114152 4.882384 5.218448  0.083
H -3.792722 5.058834 5.784288  0.089
C -0.988642 -4.864346 -6.481802  -0.044
C 0.393678 -4.827916 -6.281902  0.011
C 1.022508 -5.864966 -5.595242  0.054
C 0.257398 -7.021556 -5.380032  -0.090
C -1.058322 -7.128546 -5.804382  0.071
C -1.689002 -6.007096 -6.308152  -0.028
N 0.938348 -8.191396 -4.761252  -0.354
O 0.348808 -9.264146 -4.724772  0.090
O 2.037728 -8.156756 -4.318342  0.120
H -1.418262 -3.964416 -6.896452  0.123
H 0.983498 -3.979036 -6.594812  0.126
H 2.089148 -5.847246 -5.426792  0.133
H -1.558602 -8.084766 -5.762682  0.140
H -2.721952 -5.963096 -6.620402  0.132
C -1.855282 2.177074 -4.750282  -0.009
C -2.535122 3.295604 -5.175002  -0.041
C -3.069392 4.156484 -4.258742  0.059
C -2.942662 3.965424 -2.851942  -0.043
C -2.295662 2.781094 -2.383762  0.046
C -1.763352 1.908254 -3.360192  0.014
N -3.625712 4.919804 -1.897052  -0.335
O -3.745742 4.579264 -0.764902  0.128
O -4.038452 5.996174 -2.375982  0.091
H -1.547662 1.408834 -5.444232  0.121
H -2.480192 3.570734 -6.217932  0.129
H -3.616312 5.048244 -4.527162  0.133
H -2.150262 2.475734 -1.358082  0.123
H -1.244872 1.049824 -2.959342  0.118

Cartesian forces, eV/Å:
0.0 0.1 0.0
-0.4 1.3 6.2
-2.1 -2.8 -4.9
1.9 1.0 -1.5
-0.1 -0.3 0.5
0.5 -0.3 -0.4
5.3 2.8 -1.5
-4.4 -1.9 1.9
-0.3 0.3 0.0
0.8 -2.5 2.6
-0.4 2.6 -3.5
-3.4 3.1 2.6
-0.2 -0.4 1.1
2.8 -2.9 -3.2
-0.3 1.2 -0.7
0.9 -1.6 1.1
-0.3 0.5 -0.4
0.2 -0.3 0.1
-0.2 0.2 0.0
-0.2 0.0 -0.1
0.9 -0.7 -0.3
-0.9 0.6 -0.2
0.5 -0.2 0.2
0.0 -0.3 0.0
-0.4 0.3 0.3
-0.1 0.3 0.0
0.9 0.1 0.1
-1.6 1.6 4.2
1.2 -1.7 -5.0
-0.1 0.0 0.4
-0.4 0.3 0.5
0.0 -0.4 -0.1
0.5 -0.1 -0.3
1.0 -4.0 4.0
-0.7 3.2 -3.2
-0.6 0.2 -0.2
0.0 0.7 -0.1
-0.2 0.0 -0.2
0.0 -1.3 -0.4
0.0 1.2 0.3
0.1 0.4 -0.1
0.1 -0.1 0.1
-0.1 0.1 0.0
-0.1 -0.4 0.2
-0.9 -2.2 -0.5
0.6 4.8 2.2
-0.4 -3.1 -1.4
0.8 0.1 0.2
0.0 -0.2 0.2
-0.1 0.6 -0.6
0.8 1.2 -0.8
0.2 0.3 0.8
-0.4 -1.6 -0.4
1.7 0.8 0.2
0.1 -1.1 0.4
-1.0 0.7 -0.4
-1.1 -2.6 0.0
-1.7 0.7 -0.8
2.1 2.3 0.3
-0.4 -0.1 -0.1
-0.1 0.1 0.0
0.0 -0.1 0.3
0.0 -0.1 0.2
-0.1 -0.6 0.2
-0.7 -0.6 0.6
1.3 -0.3 -0.7
-0.6 1.5 1.8
0.5 -2.2 0.5
-0.5 1.4 -1.2
-0.2 0.7 0.7
-0.3 1.6 -2.1
0.1 -0.5 0.9
0.9 -2.0 0.5
0.4 0.2 -0.1
-0.6 -0.1 -0.1
0.0 0.1 -0.3
-0.3 0.5 0.2
0.0 -0.2 -0.4

no.,energy (eV)
1,-80615.184
2,-62107.390
3,-71802.118